[1]
The following is a DFT calculation (ωB97M-V/def2-TZVPD) of 3 unconnected molecules or ions with the total composition C29H50F10IN9O5P3S at a distorted geometry.

CARTESIAN COORDINATES (ANGSTROEM)
N 6.391 5.457 2.710
P 4.929 5.404 1.717
O 4.929 6.819 0.855
C 5.228 3.827 0.683
C 5.203 2.616 1.563
I 4.819 2.651 3.658
C 5.479 1.339 0.805
C 5.518 -0.058 1.476
C 6.674 -0.256 2.538
C 6.606 -1.676 3.229
C 5.213 -2.084 3.813
F 4.323 -2.528 2.836
F 5.449 -3.208 4.611
C 4.532 -1.020 4.771
F 3.981 -1.725 5.823
F 3.467 -0.365 4.194
F 5.406 -0.134 5.331
C 5.701 1.630 -0.629
S 6.115 0.134 -1.664
O 6.585 0.565 -2.979
O 7.221 -0.591 -1.033
C 4.607 -0.922 -1.978
F 4.731 -1.388 -3.267
F 4.525 -2.007 -1.158
C 3.263 -0.056 -1.985
F 2.312 -0.855 -2.563
F 3.392 1.060 -2.762
F 2.915 0.248 -0.702
N 5.666 2.745 -1.341
N 5.425 3.854 -0.668
C 5.397 5.063 -1.514
C 4.051 5.604 -1.770
C 3.838 6.766 -2.614
C 5.032 7.379 -3.220
C 6.379 6.845 -2.952
C 6.587 5.666 -2.093
H 6.495 6.425 3.034
H 7.197 5.253 2.104
H 5.823 7.151 0.623
H 5.633 -0.897 0.732
H 4.495 -0.222 1.932
H 6.740 0.548 3.310
H 7.649 -0.217 1.967
H 7.387 -1.801 4.026
H 6.863 -2.434 2.432
H 3.155 5.114 -1.302
H 2.794 7.105 -2.786
H 4.860 8.257 -3.887
H 7.220 7.377 -3.455
H 7.606 5.243 -1.903
O -2.828 1.676 -0.923
P -2.800 0.533 -1.935
N -1.769 1.368 -3.029
C -1.973 1.631 -4.438
C -0.412 1.646 -2.582
N -4.445 0.722 -2.406
C -4.930 0.911 -3.761
C -5.338 1.418 -1.483
N -2.753 -0.906 -2.962
C -3.574 -2.001 -2.380
C -1.417 -1.498 -3.177
H -2.198 0.725 -5.013
H -1.089 2.065 -4.912
H -2.773 2.357 -4.592
H 0.241 0.771 -2.711
H -0.393 1.914 -1.522
H 0.037 2.486 -3.117
H -4.877 1.962 -4.067
H -5.978 0.601 -3.837
H -4.402 0.300 -4.491
H -5.207 2.505 -1.539
H -5.168 1.096 -0.456
H -6.385 1.189 -1.703
H -3.184 -2.312 -1.405
H -3.591 -2.868 -3.045
H -4.614 -1.710 -2.244
H -0.885 -1.650 -2.233
H -0.801 -0.880 -3.830
H -1.496 -2.459 -3.688
O -6.730 -4.793 0.037
P -6.019 -4.366 1.318
N -7.103 -5.210 2.347
C -7.859 -4.699 3.471
C -7.104 -6.667 2.264
N -6.484 -2.711 1.190
C -7.173 -1.935 2.204
C -6.875 -2.220 -0.128
N -5.032 -3.898 2.710
C -3.866 -3.079 2.286
C -4.455 -5.010 3.492
H -7.232 -4.182 4.207
H -8.364 -5.493 4.026
H -8.651 -4.024 3.142
H -6.286 -7.104 2.851
H -6.980 -7.002 1.231
H -8.042 -7.099 2.615
H -8.257 -2.089 2.164
H -6.988 -0.865 2.056
H -6.819 -2.146 3.212
H -7.899 -2.518 -0.379
H -6.202 -2.591 -0.899
H -6.819 -1.127 -0.178
H -3.201 -3.645 1.624
H -3.295 -2.744 3.155
H -4.169 -2.175 1.759
H -3.942 -5.732 2.851
H -5.215 -5.534 4.071
H -3.743 -4.637 4.231

multiplicity	1
DFT total energy	-4722.08519	Eh
HOMO energy	-9.0	eV
gap between HOMO and LUMO	3.88	eV
charge	+1
lowest unoccupied orbital energy	-5.1	eV

These are the Mulliken partial charges, in e, on atoms 1 to 4: number 1, N, carries -0.58; number 2, P, carries 0.10; number 3, O, carries -0.40; number 4, C, carries 1.19



[2]
The following is a DFT calculation (ωB97M-V/def2-TZVPD) of a molecular structure, C29H50P2Ru at a distorted geometry.

CARTESIAN COORDINATES (ANGSTROEM)
Ru -1.440 1.346 0.219
C 2.756 0.977 1.453
C 1.687 0.894 2.374
C 2.508 -1.216 2.103
C 3.286 -0.336 1.314
C 1.475 -0.451 2.720
C 3.343 2.228 0.929
H 2.780 3.085 1.366
H 3.391 2.289 -0.166
H 4.390 2.334 1.259
C 4.395 -0.716 0.440
H 4.989 0.182 0.253
H 4.022 -1.141 -0.507
H 5.023 -1.482 0.917
C 2.771 -2.654 2.319
H 3.856 -2.849 2.220
H 2.221 -3.276 1.587
H 2.449 -2.903 3.337
C 0.617 -0.931 3.813
H 1.258 -1.198 4.667
H 0.059 -1.837 3.571
H -0.061 -0.159 4.179
C 1.032 2.034 2.999
H 1.715 2.200 3.842
H 0.029 1.847 3.366
H 1.003 2.936 2.392
C -2.737 2.106 -2.304
C -2.016 3.172 -1.848
C -2.461 4.258 -0.942
C -3.369 3.657 0.167
C -3.067 2.273 0.545
C -3.828 1.168 0.211
C -4.684 1.078 -1.045
C -4.189 1.902 -2.249
H -2.991 5.109 -1.433
H -4.403 3.780 -0.118
H -1.514 4.682 -0.545
H -4.742 2.843 -2.350
H -2.229 1.424 -2.992
H -1.142 3.471 -2.447
H -4.451 1.322 -3.133
H -4.780 0.005 -1.313
H -3.895 0.269 0.913
H -5.746 1.376 -0.909
H -3.129 4.249 1.053
H -2.547 2.212 1.625
P 0.434 0.607 -1.594
C 0.820 0.723 -3.328
C 0.700 2.274 -0.938
P -1.740 -0.665 1.192
C -1.268 -0.006 -1.269
C -2.426 -0.769 2.854
C -1.789 -2.369 0.569
H 1.361 -0.213 -3.593
H 1.488 1.559 -3.538
H -0.097 0.883 -3.918
H -0.139 2.683 -0.249
H 0.885 3.147 -1.586
H 1.619 2.202 -0.369
H -2.570 -2.425 -0.185
H -1.999 -3.193 1.284
H -0.804 -2.541 0.152
H -1.041 -1.078 -1.385
H -2.275 0.198 -1.716
H -2.122 -1.641 3.466
H -3.511 -0.737 2.651
H -2.147 0.150 3.397
C 1.102 -3.266 -3.103
C 1.632 -3.204 -1.652
C 0.932 -4.301 -0.822
C 3.134 -3.320 -1.567
C 1.302 -1.944 -0.983
C 1.185 -0.729 -0.757
H 1.361 -4.251 -3.532
H 1.554 -2.473 -3.726
H 0.001 -3.147 -3.141
H 1.351 -5.285 -1.099
H 1.119 -4.112 0.254
H -0.171 -4.285 -1.005
H 3.607 -2.524 -2.140
H 3.440 -3.218 -0.529
H 3.439 -4.288 -1.951

multiplicity	5
expectation value of S²	6.032
energy relative to the best compared isomer or geometry (same formula, charge and spin)	29.8	kcal per mole
DFT total energy	-1911.65126	Eh
HOMO energy (spin up / spin down)	-11.5 / -12.9	eV
gap between HOMO and LUMO (spin up / spin down)	6.25 / 4.98	eV
charge	+2
lowest unoccupied orbital energy (spin up / spin down)	-5.2 / -7.9	eV

These are the Mulliken partial charges, in e, on atoms 1 to 4: number 1, Ru, carries -0.29; number 2, C, carries 0.74; number 3, C, carries 1.15; number 4, C, carries 0.92



[3]
The following is a DFT calculation (ωB97M-V/def2-TZVPD) of a gas-phase ion, C29H51BCl2FN2O3S2 (charge -1) at a distorted geometry.

CARTESIAN COORDINATES (ANGSTROEM)
C -2.847 -3.094 6.444
C -2.718 -2.383 4.955
C -4.064 -1.529 4.530
C -4.584 -1.866 2.986
C -4.447 -0.539 2.028
C -4.426 -0.947 0.410
C -4.468 0.421 -0.511
C -4.194 0.057 -2.106
N -2.754 -0.404 -2.370
C -2.861 -1.321 -3.570
C -1.429 -1.751 -4.244
C -0.518 -2.778 -3.347
C -1.374 -3.969 -2.590
C -1.948 -3.513 -1.121
C -1.306 -4.324 0.152
C -1.401 -5.958 0.050
C -0.202 -6.561 1.047
C -1.911 0.820 -2.665
S -1.990 1.729 -4.129
S -0.714 1.405 -1.310
C 0.663 0.160 -1.051
C 1.814 0.821 -0.076
C 2.823 1.756 -1.024
C 3.427 3.063 -0.188
C 2.216 4.162 -0.299
F 2.433 5.238 -1.294
C 1.786 4.727 1.210
C 1.214 6.265 1.195
O 3.751 2.464 1.135
B 5.086 1.780 1.156
O 5.632 2.229 -0.174
C 4.926 3.421 -0.751
O 5.085 3.121 -2.212
C 4.954 4.366 -3.007
N 5.091 5.622 -3.381
C 5.683 4.795 -0.274
Cl 4.831 6.232 0.611
C 7.167 5.013 -0.509
C 8.166 3.919 -1.217
Cl 7.971 6.633 0.023
H -3.959 -3.397 6.685
H -2.218 -4.081 6.451
H -2.465 -2.394 7.313
H -2.472 -3.218 4.172
H -1.815 -1.609 5.032
H -4.912 -1.779 5.319
H -3.811 -0.390 4.632
H -3.991 -2.794 2.546
H -5.712 -2.180 3.092
H -5.419 0.121 2.208
H -3.449 0.042 2.273
H -3.403 -1.490 0.205
H -5.325 -1.683 0.214
H -5.560 0.897 -0.449
H -3.707 1.249 -0.174
H -4.895 -0.862 -2.347
H -4.539 0.937 -2.797
H -3.527 -0.748 -4.374
H -3.512 -2.274 -3.266
H -1.695 -2.336 -5.251
H -0.742 -0.859 -4.566
H 0.170 -2.258 -2.549
H 0.218 -3.337 -4.098
H -2.318 -4.183 -3.281
H -0.699 -4.930 -2.549
H -1.672 -2.377 -0.977
H -3.119 -3.712 -1.130
H -1.940 -4.003 1.109
H -0.200 -3.951 0.324
H -2.428 -6.396 0.468
H -1.186 -6.401 -1.011
H -0.483 -7.659 1.347
H -0.175 -5.816 1.968
H 0.828 -6.529 0.481
H 0.287 -0.875 -0.626
H 1.175 -0.063 -2.080
H 1.371 1.436 0.833
H 2.495 -0.087 0.291
H 3.671 1.044 -1.428
H 2.193 2.077 -1.977
H 1.256 3.558 -0.674
H 2.745 4.740 1.920
H 1.014 3.989 1.741
H 1.278 6.763 2.278
H 0.084 6.222 0.866
H 1.846 6.994 0.494
H 5.075 0.599 1.177
H 5.896 2.152 1.925
H 7.822 3.545 -2.271
H 9.275 4.350 -1.202
H 8.199 2.981 -0.480

multiplicity	1
energy relative to the best compared isomer or geometry (same formula, charge and spin)	324.6	kcal per mole
DFT total energy	-3311.75789	Eh
HOMO energy	-4.9	eV
gap between HOMO and LUMO	5.80	eV
charge	-1
lowest unoccupied orbital energy	0.9	eV

These are the Mulliken partial charges, in e, on atoms 1 to 4: number 1, C, carries -0.95; number 2, C, carries -0.10; number 3, C, carries -0.59; number 4, C, carries -0.37